Computed, not measured: a single C5H6N2 molecule at a distorted geometry, with the ωB97M-V functional and the def2-TZVPD basis.

Cartesian coordinates (Å):
C (-1.026, 1.212, 0.042)
C (0.397, 0.792, -0.040)
C (0.287, -0.855, 0.164)
C (-1.756, -0.107, -0.052)
C (1.307, -1.703, 0.075)
N (-1.049, -1.164, 0.067)
N (1.414, 1.504, -0.140)
H (2.306, 1.021, -0.231)
H (-1.229, 1.712, 0.993)
H (-1.302, 1.885, -0.772)
H (-2.824, -0.166, -0.188)
H (2.322, -1.394, 0.270)
H (1.154, -2.737, -0.189)

The energy comes out at -8260.6622 eV. The energy above the lowest of the compared OMol25 structures with the same formula, charge and spin comes out at 163.66 kJ/mol. Its structure (SMILES) is [H]/N=C1/CC=NC1=C. As for the strongest force on any atom: 3.65 eV/Å. The value obtained for the orbital gap is 9.38 eV.